1.
Computed, not measured: a single CH3N5O2 molecule, with ωB97M-V with the def2-TZVPD basis set.

The geometry in ORCA input format:
```
! wB97M-V def2-TZVPD RIJCOSX def2/J DEFGRID3
* xyz 0 1
N -0.9038 -0.9199 1.2419
C -0.1832 -0.3404 0.3657
N 0.6012 0.8174 0.3689
O 1.2976 0.9538 1.5084
N 1.3036 1.0144 -0.9391
N 0.5808 0.3915 -1.7550
N -0.2931 -0.3779 -1.0641
O -1.2978 -0.9824 -1.7645
H -0.9338 -0.4002 2.1263
H 1.8590 0.1890 1.5053
H -2.0305 -0.3453 -1.5937
*
```

Summary:
- SMILES string = N=c1n(O)nnn1O
- E (eV) = -12625.0298
- LUMO level (eV) = 0.14
- orbital gap (eV) = 9.66
- energy relative to the best compared isomer or geometry (same formula, charge and spin) (kcal/mol) = 45.9

In the natural (NBO) picture, each atom carries the following charge in e: atom 1 (N): -0.7211, atom 2 (C): 0.4710, atom 3 (N): -0.0454, atom 4 (O): -0.5006, atom 5 (N): -0.0420, atom 6 (N): 0.0180, atom 7 (N): -0.0158, atom 8 (O): -0.4768, atom 9 (H): 0.3750, atom 10 (H): 0.4613, atom 11 (H): 0.4765

2.
Computed, not measured: a single CH3NO molecule, with ωB97M-V with the def2-TZVPD basis set.

The geometry in ORCA input format:
```
! wB97M-V def2-TZVPD RIJCOSX def2/J DEFGRID3
* xyz 0 1
N -0.7988 0.2207 0.6843
C 0.0482 -0.3876 -0.2023
O 0.8632 0.2002 -0.7500
H -0.3277 1.0637 1.2892
H -1.2289 -0.4187 1.5082
H -0.0468 -1.4662 -0.3734
*
```

Summary:
- SMILES string = NC=O
- E (eV) = -4622.5242
- LUMO level (eV) = 0.89
- orbital gap (eV) = 11.03
- energy relative to the best compared isomer or geometry (same formula, charge and spin) (kcal/mol) = 20.7

In the natural (NBO) picture, each atom carries the following charge in e: atom 1 (N): -0.8532, atom 2 (C): 0.5281, atom 3 (O): -0.5552, atom 4 (H): 0.3984, atom 5 (H): 0.3800, atom 6 (H): 0.1018

3.
Computed, not measured: a single CH3NO molecule, with ωB97M-V with the def2-TZVPD basis set.

The geometry in ORCA input format:
```
! wB97M-V def2-TZVPD RIJCOSX def2/J DEFGRID3
* xyz 0 1
C -0.7960 -0.1193 -0.0108
N 0.3064 -0.8547 -0.0455
O 1.5230 -0.2164 0.0313
H -0.6864 0.9615 -0.0402
H -1.7361 -0.5349 0.1573
H 1.3891 0.7638 -0.0922
*
```

Summary:
- SMILES string = C=NO
- E (eV) = -4620.7037
- LUMO level (eV) = 1.00
- orbital gap (eV) = 11.20
- energy relative to the best compared isomer or geometry (same formula, charge and spin) (kcal/mol) = 62.7

In the natural (NBO) picture, each atom carries the following charge in e: atom 1 (C): -0.1968, atom 2 (N): -0.0619, atom 3 (O): -0.5224, atom 4 (H): 0.1430, atom 5 (H): 0.2011, atom 6 (H): 0.4370

4.
Computed, not measured: a single CH3NO molecule, with ωB97M-V with the def2-TZVPD basis set.

The geometry in ORCA input format:
```
! wB97M-V def2-TZVPD RIJCOSX def2/J DEFGRID3
* xyz 0 1
N -0.8174 -0.6264 0.4658
C 0.2044 -0.1278 -0.2781
O 0.8027 0.9681 -0.3042
H -1.1493 -0.1058 1.2748
H -1.2147 -1.5181 0.5155
H 0.4379 -0.9694 -0.9493
*
```

Summary:
- SMILES string = NC=O
- E (eV) = -4623.0168
- LUMO level (eV) = 0.88
- orbital gap (eV) = 11.00
- energy relative to the best compared isomer or geometry (same formula, charge and spin) (kcal/mol) = 9.3

In the natural (NBO) picture, each atom carries the following charge in e: atom 1 (N): -0.8145, atom 2 (C): 0.5328, atom 3 (O): -0.5934, atom 4 (H): 0.3843, atom 5 (H): 0.4014, atom 6 (H): 0.0893

5.
Computed, not measured: a 3-piece molecular cluster, CH3NO2 overall, with ωB97M-V with the def2-TZVPD basis set.

The geometry in ORCA input format:
```
! wB97M-V def2-TZVPD RIJCOSX def2/J DEFGRID3
* xyz -2 1
C -0.2548 -1.8594 0.2318
N 0.9151 -2.2010 0.6852
O 1.8206 -1.6630 1.3380
O 1.5265 -3.8520 -0.2144
H -0.6988 -2.5253 -0.5251
H -2.5137 13.0378 -1.9956
H -0.7949 -0.9371 0.4801
*
```

Summary:
- E (eV) = -6661.8861
- LUMO level (alpha / beta) (eV) = 5.58 / 5.58
- orbital gap (alpha / beta) (eV) = 4.07 / 4.07
- energy relative to the best compared isomer or geometry (same formula, charge and spin) (kcal/mol) = 92.0

In the natural (NBO) picture, each atom carries the following charge in e: atom 1 (C): -0.3378, atom 2 (N): 0.2508, atom 3 (O): -0.4969, atom 4 (O): -0.7737, atom 5 (H): 0.2042, atom 6 (H): -1.0000, atom 7 (H): 0.1533

6.
Computed, not measured: a single CH3NO2 molecule, with ωB97M-V with the def2-TZVPD basis set.

The geometry in ORCA input format:
```
! wB97M-V def2-TZVPD RIJCOSX def2/J DEFGRID3
* xyz 0 1
N -0.5865 0.8719 -0.7736
C 0.1041 -0.0462 -0.0778
O 1.1264 -0.5880 -0.3674
O -0.5521 -0.3193 1.1152
H -1.4441 1.2303 -0.4154
H -0.3833 0.9489 -1.7540
H 0.0660 -0.0228 1.7965
*
```

Summary:
- SMILES string = NC(=O)O
- E (eV) = -6671.3021
- LUMO level (eV) = 0.66
- orbital gap (eV) = 11.33
- energy relative to the best compared isomer or geometry (same formula, charge and spin) (kcal/mol) = 8.3

In the natural (NBO) picture, each atom carries the following charge in e: atom 1 (N): -0.8316, atom 2 (C): 0.8668, atom 3 (O): -0.6022, atom 4 (O): -0.7330, atom 5 (H): 0.4072, atom 6 (H): 0.4028, atom 7 (H): 0.4900

Q: Which value of energy relative to the best compared isomer or geometry (same formula, charge and spin) does entry 6 give?
A: 8.3 kcal/mol

Q: E of number 5 (CH3NO2)?
A: -6661.8861 eV